{"formula": "C20H25MoN4O2S", "method": "wB97M-V/def2-TZVPD", "symbols": ["Mo", "O", "S", "O", "N", "C", "C", "C", "C", "C", "C", "C", "C", "N", "C", "C", "C", "C", "C", "C", "C", "H", "H", "H", "H", "H", "H", "H", "H", "H", "H", "H", "N", "N", "H", "H", "H", "H", "C", "C", "C", "C", "C", "H", "H", "H", "H", "H", "H", "H", "H", "H", "H"], "xyz": [[-0.20910, -0.84240, 0.12100], [0.38700, -2.06410, -1.85420], [-0.74860, -2.93230, -1.51830], [-1.34020, -3.68660, -2.56510], [-1.75750, -1.94630, -0.67930], [-2.62880, -1.22630, -1.49000], [-3.62440, -1.78690, -2.26510], [-4.42280, -0.96610, -3.06820], [-4.23970, 0.39490, -3.09180], [-3.22350, 0.99630, -2.32360], [-2.96120, 2.38180, -2.30180], [-1.92260, 2.84320, -1.53110], [-1.13710, 1.94960, -0.79830], [-1.34860, 0.63670, -0.77900], [-2.39420, 0.16740, -1.52340], [-0.22400, -3.88110, -0.10810], [-0.64170, -5.16210, 0.18790], [-0.36080, -5.69130, 1.44210], [0.30680, -4.92270, 2.38600], [0.69540, -3.62380, 2.09520], [0.40960, -3.08560, 0.84400], [-3.76710, -2.85520, -2.25430], [-5.19010, -1.42310, -3.67470], [-4.85670, 1.02340, -3.71440], [-3.56960, 3.05380, -2.88710], [-1.71230, 3.89920, -1.47900], [-0.31140, 2.31460, -0.19790], [-1.19500, -5.72030, -0.55010], [-0.68550, -6.68980, 1.68700], [0.53220, -5.33680, 3.35470], [1.21870, -3.02550, 2.82880], [0.94000, -2.13240, 0.53380], [2.10410, 1.40250, -0.26890], [2.18300, -0.02020, -0.12050], [2.92150, 1.77080, -0.76160], [2.07490, 1.82470, 0.65780], [3.01240, -0.31350, 0.41870], [2.28330, -0.41980, -1.06000], [-2.23210, -1.42000, 2.75540], [-1.49380, -0.07720, 2.85820], [-1.10320, 0.17880, 4.31900], [-2.45080, 1.03470, 2.39400], [-0.32330, -0.07400, 1.92540], [-3.11480, -1.40280, 3.38860], [-1.59400, -2.23480, 3.08940], [-2.54590, -1.60340, 1.72720], [-1.98770, 0.18020, 4.95050], [-0.62240, 1.14810, 4.42910], [-0.42790, -0.59240, 4.68360], [-3.30430, 1.09160, 3.06390], [-2.81370, 0.81960, 1.39050], [-1.95070, 1.99980, 2.39720], [0.55510, 0.36720, 2.43270]], "atomic_forces_ev_per_a": [[0.843, 0.894, 2.749], [0.445, 0.524, 0.080], [-0.429, -1.082, 0.779], [-0.003, -0.189, -0.053], [0.724, -0.461, 0.190], [-0.870, 0.602, -0.988], [0.498, 0.228, 0.543], [-0.106, 0.492, -0.142], [-0.105, -0.338, -0.107], [0.332, -0.091, 0.380], [0.303, -0.253, 0.234], [-0.338, 0.059, -0.163], [0.049, -0.208, 0.210], [-0.304, 1.555, -0.994], [-0.762, -0.131, -0.515], [0.009, 0.409, -0.038], [-0.074, -0.005, -0.211], [0.009, 0.219, -0.084], [-0.006, -0.011, -0.124], [0.054, 0.310, -0.253], [0.116, -0.397, 0.032], [-0.039, -0.090, 0.019], [-0.071, 0.032, -0.046], [-0.108, 0.060, -0.061], [-0.066, 0.097, -0.048], [0.116, 0.069, 0.026], [-0.073, -0.127, -0.119], [-0.056, -0.141, -0.086], [0.013, -0.115, -0.002], [-0.003, -0.063, 0.146], [-0.008, 0.005, 0.031], [1.045, -1.095, 0.481], [0.350, 0.494, -0.129], [-0.680, -0.295, -0.322], [-0.133, -0.131, 0.293], [-0.004, -0.193, -0.223], [-0.568, 0.020, -0.233], [0.062, 0.171, 0.280], [0.042, 0.202, 0.052], [-0.774, -0.142, 0.271], [0.091, -0.037, -0.300], [0.133, -0.134, -0.029], [0.531, -0.670, -1.191], [-0.172, -0.014, 0.065], [0.038, -0.130, -0.043], [-0.042, -0.131, -0.007], [-0.118, -0.048, 0.062], [0.122, 0.116, 0.016], [0.100, -0.070, 0.066], [-0.108, 0.003, 0.118], [-0.069, 0.092, -0.051], [0.017, 0.194, -0.056], [0.046, -0.056, -0.502]], "nbo_charge": [0.8535, -0.9356, 2.2948, -0.8753, -0.8536, 0.0885, -0.1715, -0.1795, -0.1797, -0.0988, -0.0725, -0.2677, 0.1097, -0.4686, 0.2045, -0.2379, -0.1976, -0.1764, -0.1787, -0.1768, -0.1924, 0.2429, 0.2347, 0.2288, 0.2335, 0.2406, 0.2230, 0.2487, 0.2374, 0.2345, 0.2304, 0.1865, -0.6613, -0.6404, 0.3614, 0.3629, 0.3797, 0.3984, -0.6015, -0.1239, -0.6030, -0.5902, -0.2413, 0.2225, 0.2119, 0.2144, 0.2231, 0.2089, 0.2091, 0.2259, 0.2027, 0.2083, 0.2031], "largest_force_ha_per_bohr": 0.0586, "relative_energy_kj_mol": 144.21, "total_charge": 1, "e_lumo_ha": [-0.1338, -0.1298], "orbital_gap_ev": [7.41, 7.26]}